55
Properties=species:S:1:pos:R:3 method="wB97M-V/def2-TZVPD" spin_multiplicity=1 energy_ha=-4856.6067 orbital_gap_ev=5.391 total_charge=-1 e_homo_ha=-0.1221 e_lumo_ev=2.07
Ru -0.2284 1.9465 -1.4730
S 1.1933 5.4549 1.0637
C 0.6756 4.2374 0.0821
S 1.6511 3.2981 -1.0053
S -0.9677 3.6443 0.0038
C -4.9186 -0.0187 -5.0772
C -5.0242 1.2682 -4.2579
C -4.1156 1.2469 -3.0704
N -2.8802 1.5808 -3.1134
N -2.2385 1.4367 -1.9126
C -3.0098 0.9694 -0.9622
N -2.5698 0.6787 0.2811
S -4.6257 0.6754 -1.5002
H -5.5740 0.0219 -5.9480
H -5.1994 -0.8868 -4.4787
H -3.8939 -0.1613 -5.4184
H -6.0534 1.4249 -3.9284
H -4.7423 2.1276 -4.8666
H -1.6546 1.0876 0.4859
H -3.2379 0.6936 1.0339
C 0.5115 0.4446 -1.1860
Ge 1.2576 -0.4182 0.3941
C 3.1846 -0.1168 0.4119
C 3.8649 0.0261 -0.7973
C 5.2361 0.2363 -0.8163
C 5.9459 0.3091 0.3752
C 5.2793 0.1790 1.5847
C 3.9057 -0.0293 1.6001
C 0.4767 0.3137 2.0319
C -0.3903 -0.4325 2.8306
C -1.0199 0.1462 3.9261
C -0.7899 1.4824 4.2318
C 0.0743 2.2346 3.4483
C 0.7050 1.6507 2.3581
C 0.8888 -2.3444 0.3687
C 1.7354 -3.2636 0.9861
C 1.4318 -4.6188 0.9974
C 0.2707 -5.0749 0.3876
C -0.5798 -4.1726 -0.2363
C -0.2701 -2.8183 -0.2457
H 3.3106 0.0020 -1.7290
H 5.7500 0.3597 -1.7618
H 7.0151 0.4831 0.3608
H 5.8257 0.2533 2.5174
H 3.3870 -0.1051 2.5505
H -0.5806 -1.4742 2.5917
H -1.6912 -0.4441 4.5396
H -1.2911 1.9384 5.0776
H 0.2430 3.2839 3.6566
H 1.3592 2.2555 1.7383
H 2.6496 -2.9181 1.4580
H 2.1023 -5.3199 1.4802
H 0.0324 -6.1317 0.3946
H -1.4832 -4.5245 -0.7203
H -0.9328 -2.1178 -0.7437

---

63
Properties=species:S:1:pos:R:3 method="wB97M-V/def2-TZVPD" spin_multiplicity=3 energy_ha=-4643.3743 orbital_gap_ev="5.393 / 6.483" total_charge=+2 e_homo_ha="-0.4726 / -0.5112" e_lumo_ev="-7.47 / -7.43"
Mo 6.8128 11.1112 13.2851
O 4.6884 16.8654 13.2732
C 3.8014 16.5504 12.4948
C 3.7522 17.0733 11.1363
C 4.6864 17.9724 10.7628
C 5.1543 17.8183 9.4105
C 5.1626 16.5454 8.7351
C 4.0238 15.8285 9.0268
C 3.0522 16.3535 10.0011
O 1.8344 16.1756 9.8952
N 5.5557 18.9932 8.7153
O 6.3621 18.8402 7.7647
O 5.0922 20.0468 9.0756
H 3.0664 15.8237 12.7674
H 5.1574 18.6776 11.4563
H 5.8057 16.3905 7.9043
H 3.7345 15.0371 8.3076
N 5.1945 13.5789 15.0818
C 5.6883 12.5677 15.8512
N 5.2750 12.5853 17.1263
C 5.7523 11.5878 17.9037
N 5.5084 11.6014 19.2787
N 6.5069 10.5166 17.4954
C 6.7797 10.5041 16.2097
N 6.4752 11.5613 15.3837
C 7.4944 9.3807 15.6199
C 7.7836 8.2241 16.3581
C 8.4420 7.1942 15.7066
C 8.7229 7.2260 14.3254
C 8.4253 8.3636 13.6170
N 7.6857 9.3834 14.2563
H 4.5986 14.2116 15.5952
H 5.2108 13.5606 14.0945
H 4.6289 11.9797 19.6427
H 5.9241 10.8189 19.8368
H 7.7367 8.3172 17.4403
H 8.8392 6.3753 16.2322
H 9.1084 6.4016 13.8015
H 8.8779 8.6003 12.6579
Se 8.0647 12.1999 11.7219
C 9.4920 12.3560 12.9638
C 10.7248 12.0330 12.4256
C 11.8394 12.1843 13.2707
N 11.7583 12.4205 14.5446
C 10.5852 12.8356 15.0142
C 9.4109 12.8812 14.2442
H 10.8280 11.8979 11.3517
H 12.8161 12.0200 12.8412
H 10.6254 13.0190 16.1010
H 8.5035 13.4408 14.5307
C 5.4154 8.4838 9.8678
N 5.3647 8.1675 11.2852
C 5.2672 6.8482 11.7730
C 5.1150 6.9391 13.0936
N 4.9966 8.2702 13.4476
C 5.1780 9.0356 12.3551
S 4.6828 10.7138 12.1297
H 5.1889 9.5540 9.7225
H 4.7454 7.8058 9.2911
H 6.4467 8.1901 9.5373
H 5.4835 5.9776 11.1615
H 5.0468 6.1787 13.7844
H 4.6428 8.5644 14.3371

---

57
Properties=species:S:1:pos:R:3 method="wB97M-V/def2-TZVPD" spin_multiplicity=6 energy_ha=-2057.0859 orbital_gap_ev="7.561 / 6.963" total_charge=-1 e_homo_ha="-0.1835 / -0.1955" e_lumo_ev="2.57 / 1.64"
Ru -1.4024 0.3517 -0.2981
O -1.9111 0.3628 1.7077
C -1.2524 1.0687 2.5982
C -1.0150 0.5126 3.8705
C -0.3270 1.2007 4.8447
C 0.1447 2.4925 4.6057
C -0.1028 3.0702 3.3790
C -0.7886 2.3943 2.3609
C -1.0700 3.1210 1.1390
N -1.5998 2.5714 0.1147
N -1.9548 3.3363 -0.9604
C -2.5373 2.5592 -1.8526
O -2.7232 1.2975 -1.7215
C -2.9882 3.1803 -3.1235
C -3.1242 2.3704 -4.2466
C -3.5324 2.9263 -5.4503
C -3.8149 4.2830 -5.5343
C -3.6773 5.0908 -4.4121
C -3.2585 4.5423 -3.2094
H -1.3888 -0.4875 4.0524
H -0.1521 0.7300 5.8056
H 0.6847 3.0336 5.3716
H 0.2372 4.0812 3.1795
H -0.8763 4.1953 1.1203
H -2.8847 1.3170 -4.1629
H -3.6250 2.2970 -6.3266
H -4.1383 4.7126 -6.4750
H -3.8956 6.1501 -4.4757
H -3.1342 5.1559 -2.3273
O -0.9721 -0.8573 -3.8137
S -0.3214 -0.9834 -2.5356
O 0.8131 -1.8882 -2.5043
O -1.3429 -1.4256 -1.4502
O 0.0775 0.3756 -1.9644
C 3.7989 -5.9204 2.0547
C 3.1968 -4.6304 1.5668
C 1.8767 -4.3080 1.8461
C 1.3033 -3.1141 1.4205
C -0.1485 -2.8435 1.7075
C 2.0988 -2.2283 0.6788
C 1.5459 -0.9547 0.1809
O 0.7148 -0.3046 0.7943
C 3.4201 -2.5546 0.3440
C 4.2501 -1.6375 -0.5166
C 3.9564 -3.7432 0.8123
H 3.0550 -6.5371 2.5579
H 4.6120 -5.7307 2.7585
H 4.2130 -6.4967 1.2252
H 1.2673 -5.0089 2.4073
H -0.6008 -3.7062 2.1976
H -0.6917 -2.6506 0.7788
H -0.2793 -1.9669 2.3388
H 1.8863 -0.6056 -0.7983
H 4.3470 -0.6442 -0.0752
H 3.7962 -1.5142 -1.5025
H 5.2512 -2.0454 -0.6521
H 4.9846 -3.9922 0.5693

---

56
Properties=species:S:1:pos:R:3 method="wB97M-V/def2-TZVPD" spin_multiplicity=3 energy_ha=-3031.2334 orbital_gap_ev="7.031 / 6.995" total_charge=0 e_homo_ha="-0.2544 / -0.2586" e_lumo_ev="0.11 / -0.04"
Ni -0.0326 0.3301 0.8834
O 4.2779 5.5713 0.3197
C 4.7043 4.2824 0.7065
C 3.5866 3.2988 0.5107
C 3.7987 1.9426 0.7735
C 2.7484 1.0744 0.6379
N 1.5285 1.4643 0.2227
C 1.3556 2.7360 -0.0767
C 2.3414 3.7023 0.0797
C -1.0555 2.6786 -0.6135
C -2.0465 3.5627 -1.0232
C -3.3459 3.1067 -1.0974
C -4.4661 4.0320 -1.5046
O -4.0436 5.1150 -2.3067
C -3.6066 1.7750 -0.7678
C -2.5665 0.9796 -0.3576
N -1.2998 1.4227 -0.2777
H 4.9612 6.2086 0.5444
H 5.0007 4.2594 1.7612
H 5.5646 3.9526 0.1125
H 4.7630 1.5755 1.0986
H 2.8472 0.0216 0.8737
H 2.1229 4.7386 -0.1236
H -1.7865 4.5800 -1.2747
H -4.8953 4.4753 -0.6042
H -5.2586 3.4533 -1.9892
H -3.7682 4.7772 -3.1651
H -4.6058 1.3660 -0.8302
H -2.7091 -0.0588 -0.0848
O -0.3907 1.3841 2.4853
N -0.1972 2.6740 2.3571
O -0.4599 3.3159 3.3346
O 0.2092 3.1836 -0.6768
C -1.6708 -2.8448 -3.3025
C -0.9926 -1.6400 -3.1854
C -0.4915 -1.2281 -1.9602
C -0.6648 -2.0017 -0.8065
C -1.3510 -3.2175 -0.9384
C -1.8400 -3.6281 -2.1669
N -0.2251 -1.5141 0.4248
C 0.2650 -2.4034 1.3946
C 0.9878 -3.5603 1.0724
C 1.5305 -4.3550 2.0677
C 1.3867 -4.0179 3.4087
C 0.6809 -2.8707 3.7380
C 0.1167 -2.0796 2.7477
H -2.0553 -3.1713 -4.2596
H -0.8381 -1.0179 -4.0589
H 0.0586 -0.2974 -1.8825
H -1.5104 -3.8339 -0.0627
H -2.3698 -4.5705 -2.2354
H 1.1277 -3.8258 0.0323
H 2.0842 -5.2442 1.7914
H 1.8167 -4.6419 4.1808
H 0.5506 -2.5881 4.7752
H -0.4562 -1.2006 3.0271

---

53
Properties=species:S:1:pos:R:3 method="wB97M-V/def2-TZVPD" spin_multiplicity=1 energy_ha=-1372.5277 smiles="COc1ccc(Nc2cc(C(=O)NCc3ccccn3)c3ccccc3n2)c(OC)c1" orbital_gap_ev=7.751 total_charge=0 e_homo_ha=-0.2737 e_lumo_ev=0.30
C 4.9924 0.6584 -1.8787
H 6.0088 1.0387 -1.9676
O 4.1513 1.7671 -2.0794
C 2.8038 1.5800 -1.9783
C 2.1818 0.3677 -1.7284
C 0.7993 0.3154 -1.6315
C 0.0186 1.4542 -1.7459
C 0.6537 2.6785 -2.0495
C 2.0284 2.7287 -2.1614
H 2.5496 3.6461 -2.3772
O -0.1834 3.7439 -2.2135
C 0.3787 4.9906 -2.5446
H -0.4622 5.6759 -2.6381
H 1.0513 5.3478 -1.7591
H 0.9196 4.9461 -3.4949
N -1.3673 1.4381 -1.6291
C -2.1281 0.7174 -0.7541
N -3.4291 0.7746 -0.9411
C -4.2410 0.0813 -0.1210
C -5.6321 0.1534 -0.3388
C -6.4946 -0.5472 0.4584
C -6.0125 -1.3458 1.5056
C -4.6677 -1.4381 1.7448
C -3.7555 -0.7268 0.9461
C -2.3487 -0.7497 1.1425
C -1.5443 -0.0225 0.3073
H -0.4829 0.0521 0.4873
C -1.7003 -1.5089 2.2593
O -2.0347 -1.4525 3.4223
N -0.6722 -2.2751 1.8135
H -0.4578 -2.2670 0.8283
C 0.2954 -2.9063 2.6859
C 1.6819 -2.4504 2.3082
N 2.2998 -1.6367 3.1496
C 3.4965 -1.1790 2.8302
C 4.1470 -1.5030 1.6494
C 3.5052 -2.3563 0.7651
C 2.2511 -2.8389 1.0967
H 1.7258 -3.5136 0.4363
H 3.9777 -2.6476 -0.1630
H 5.1279 -1.1077 1.4340
H 3.9522 -0.5219 3.5591
H 0.0625 -2.5961 3.7063
H 0.2197 -3.9978 2.6055
H -4.2898 -2.0392 2.5574
H -6.7115 -1.8878 2.1252
H -7.5597 -0.4885 0.2860
H -5.9838 0.7711 -1.1502
H -1.8671 2.1478 -2.1463
H 0.3198 -0.6396 -1.4835
H 2.7463 -0.5430 -1.6144
H 4.8286 -0.1137 -2.6377
H 4.8515 0.2255 -0.8829

---

56
Properties=species:S:1:pos:R:3 method="wB97M-V/def2-TZVPD" spin_multiplicity=1 energy_ha=-1921.1946 orbital_gap_ev=7.814 total_charge=0 e_homo_ha=-0.3117 e_lumo_ev=-0.67
C -1.9850 0.6712 3.9064
C -1.9999 0.6008 2.4104
C -1.8296 1.7542 1.6581
C -1.7793 1.7407 0.2715
C -1.8715 0.5023 -0.3696
C -2.1162 -0.6527 0.3620
C -2.1783 -0.6023 1.7410
H -2.3688 -1.5092 2.2968
H -2.2387 -1.5829 -0.1697
O -1.8107 0.3729 -1.7473
C -0.8205 0.9126 -2.4620
N -1.1674 1.1093 -3.7355
C -0.3515 1.7237 -4.5520
N 0.8311 2.2851 -4.1241
C 1.6225 2.9931 -4.9733
C 1.2933 3.1581 -6.2781
C 0.1006 2.5783 -6.7658
C -0.7008 1.8782 -5.9186
H -1.6235 1.4194 -6.2312
H -0.1650 2.6971 -7.8045
H 1.9381 3.7212 -6.9314
H 2.5180 3.3909 -4.5165
C 1.2875 2.1026 -2.7734
O 2.3354 2.6164 -2.4364
C 0.4372 1.2807 -1.9658
C 0.9417 0.9368 -0.6569
C 0.8965 -0.2969 -0.1050
C 0.4477 -1.4109 -0.8402
N 0.1211 -2.3164 -1.4661
C 1.3200 -0.4812 1.3088
O 1.5293 0.4582 2.0523
N 1.4148 -1.7709 1.7112
H 1.2578 -2.5415 1.0714
C 1.7427 -2.1053 3.0775
C 2.6606 -3.3082 3.1043
H 3.0469 -3.5278 4.0938
H 3.4584 -3.2642 2.3712
S 1.4829 -4.6209 2.6218
O 1.7600 -5.8609 3.2881
O 1.3962 -4.6346 1.1862
C -0.0247 -3.8225 3.2955
C 0.4762 -2.5076 3.8616
H 0.7378 -2.6177 4.9149
H -0.2693 -1.7178 3.7710
H -0.7038 -3.6929 2.4583
H -0.4563 -4.4856 4.0365
H 2.1908 -1.2082 3.5207
H 1.4516 1.7132 -0.0982
C -1.6666 3.0316 -0.4836
H -2.1010 2.9433 -1.4780
H -0.6252 3.3377 -0.5882
H -2.1921 3.8174 0.0550
H -1.7347 2.7024 2.1668
H -2.3803 -0.2405 4.3483
H -2.5748 1.5150 4.2580
H -0.9610 0.8151 4.2521

---

61
Properties=species:S:1:pos:R:3 method="wB97M-V/def2-TZVPD" spin_multiplicity=1 energy_ha=-1917.1078 orbital_gap_ev=5.797 total_charge=0 e_homo_ha=-0.2680 e_lumo_ev=-1.50
Y -1.3998 -0.8812 -0.0909
C 2.3734 1.3613 -4.3410
C 2.7976 1.5823 -2.9344
C 4.1461 1.4299 -2.5241
C 4.4893 1.5861 -1.2033
C 3.5711 2.0392 -0.2207
C 2.2320 2.1512 -0.6061
C 1.8455 1.9432 -1.9494
H 3.1963 1.5645 -5.0271
H 1.5390 2.0833 -4.4993
H 2.0329 0.3624 -4.5416
H 4.9581 1.2013 -3.2326
H 5.5257 1.4049 -0.9571
H 3.8589 2.1850 0.7698
H 1.5456 2.4450 0.1323
H 0.7653 2.0598 -2.1814
O -1.8559 -2.5619 1.4684
C -2.3369 -2.2731 2.6507
C -1.8433 -1.2002 3.4777
C -2.2840 -1.0273 4.8456
C -1.9658 0.1524 5.5020
C -1.2788 1.2889 4.9324
C -0.8334 1.0803 3.6760
C -1.0700 -0.1110 2.9275
O -0.4291 -0.1537 1.7744
N -2.3778 0.3949 6.8295
O -2.0892 1.4954 7.3414
O -2.8879 -0.5365 7.4860
H -3.2253 -2.7308 2.9961
H -2.9326 -1.7786 5.2878
H -1.2662 2.2621 5.4414
H -0.3972 1.8827 3.0777
O -5.1439 -2.2206 -1.9667
C -3.9804 -1.9003 -1.6845
O -3.5300 -1.3003 -0.6378
C -2.5413 -2.5709 -2.6491
O -2.7770 -3.0921 -3.7268
O -1.5068 -2.0846 -2.0607
C -1.1889 3.9084 -0.6453
N -1.7740 3.2588 -1.8231
C -1.9203 1.9500 -1.9448
N -2.5109 1.4833 -3.1139
O -1.7269 1.2079 -0.9287
H -1.1209 4.9978 -0.8128
H -0.2251 3.4710 -0.4343
H -1.7947 3.7552 0.2986
H -1.9347 3.8387 -2.6488
H -3.0100 2.1183 -3.7099
H -2.8313 0.5574 -3.1512
N 3.6485 -6.1576 0.0583
C 3.0657 -5.2063 -0.2367
C 2.4949 -3.9215 -0.3609
C 1.8064 -3.5397 -1.5687
C 1.2301 -2.3109 -1.5949
N 1.1182 -1.5553 -0.4687
C 1.8424 -1.8248 0.6230
C 2.5340 -3.0211 0.7171
H 1.8118 -4.1635 -2.4309
H 0.7478 -1.8935 -2.4614
H 1.7852 -1.1319 1.4371
H 3.0287 -3.3541 1.6192

---

56
Properties=species:S:1:pos:R:3 method="wB97M-V/def2-TZVPD" spin_multiplicity=1 energy_ha=-2305.5311 orbital_gap_ev=6.167 total_charge=-1 e_homo_ha=-0.1476 e_lumo_ev=2.15
C -1.6648 -3.9004 -1.1527
C -2.0147 -5.2810 -0.5897
O -2.5421 -5.0762 0.7042
C -2.3275 -3.7133 1.0192
O -2.7479 -3.2919 2.0907
N -1.6631 -3.0641 0.0098
H -0.6729 -3.9536 -1.6424
H -2.4539 -3.6586 -1.9023
H -2.7446 -5.8074 -1.2042
H -1.0950 -5.8863 -0.5223
C -4.4477 4.4065 -2.4364
O -4.6278 3.3003 -1.5432
C -3.6618 2.3517 -1.4232
C -4.0376 1.1823 -0.7079
C -3.0643 0.2998 -0.2993
C -1.6894 0.6233 -0.4504
C -0.6846 -0.1085 0.2810
C 0.5199 0.3870 0.6901
S 1.8968 -0.7468 0.9781
C 2.3611 -1.4971 -0.6057
C 1.8188 -2.7485 -0.9087
C 2.1241 -3.3622 -2.1256
C 3.0174 -2.7352 -3.0067
C 3.6069 -1.5085 -2.6737
C 3.2822 -0.8845 -1.4631
O 3.0804 -0.0046 1.3562
O 1.3757 -1.7726 1.8475
S 0.8988 2.1450 0.8570
C 1.9183 2.3502 2.3399
C 3.1223 3.0444 2.2262
C 3.9345 3.1988 3.3504
C 3.5401 2.6421 4.5719
C 2.3027 1.9941 4.6941
C 1.4756 1.8620 3.5750
O 1.7282 2.4538 -0.3008
O -0.3157 2.8899 1.1042
C -1.3402 1.6855 -1.3235
C -2.3157 2.5386 -1.8264
H -5.4414 4.8363 -2.5146
H -3.7648 5.1462 -2.0102
H -4.1001 4.0883 -3.4301
H -5.0835 1.0328 -0.4624
H -3.3241 -0.6526 0.1769
H -0.9450 -1.1503 0.5187
H 1.1544 -3.2203 -0.1899
H 1.6690 -4.3269 -2.3672
H 3.2559 -3.2119 -3.9607
H 4.3191 -1.0354 -3.3560
H 3.7317 0.0646 -1.1853
H 3.4298 3.4352 1.2590
H 4.8754 3.7483 3.2583
H 4.2016 2.7224 5.4365
H 1.9807 1.5922 5.6602
H 0.5086 1.3654 3.6458
H -0.2987 1.8089 -1.6191
H -2.0612 3.4027 -2.4470